(1)
The following is a quantum chemistry calculation of a structure of composition C33H49GeLaN2SSi2 in a non-equilibrium geometry, from the OMol25 dataset.

The LUMO energy (alpha / beta) is -7.69 / -7.69 eV. For the calculated total energy, the calculation gives -121947.303 eV. As for the charge: +2. As for the orbital gap (alpha / beta): 5.090 / 5.090 eV. The calculation puts the HOMO energy (alpha / beta) at -12.78 / -12.78 eV.

Last column: Mulliken charge in e.
Atoms and positions in Å:
La: -1.1838 0.7231 0.6369  0.9727
S: 0.1832 5.9337 -0.2663  -0.1982
C: 1.4920 5.1382 -1.1285  0.5938
C: 2.5826 5.6918 -1.7581  -0.1830
C: 3.4142 4.8867 -2.5838  -0.7011
C: 3.1363 3.5723 -2.8125  -0.6772
C: 2.0833 2.9025 -1.9979  0.9556
C: 1.1923 3.7662 -1.1561  -0.7783
N: 0.1414 3.3326 -0.5383  0.0926
C: -0.5684 4.3742 -0.0211  0.2100
C: -1.9143 4.2062 0.5129  1.1473
C: -2.7328 5.3778 0.4903  -0.7799
C: -4.0866 5.3285 0.7299  -0.9048
C: -4.5932 4.0853 1.1597  -0.6826
C: -3.7591 2.9617 1.3409  -0.1777
C: -2.4158 2.9532 0.9235  -0.3046
H: 2.8445 6.7639 -1.7019  0.4247
H: 4.1496 5.4324 -3.1371  0.4198
H: 3.7091 2.9882 -3.5282  0.4977
H: 2.6779 2.2620 -1.2490  -0.5322
H: -2.2381 6.3319 0.2029  0.2552
H: -4.7015 6.1859 0.5954  0.4696
H: -5.6001 4.0391 1.4261  0.4994
H: -4.1292 2.0697 1.7185  0.4901
C: -3.0444 -2.5253 3.3127  -1.1456
Si: -3.7737 -1.9698 1.6333  0.0291
C: -4.9494 -0.4746 1.7102  -0.9354
C: -4.8526 -3.3926 0.9451  -1.1028
C: -2.2981 -1.5508 0.4694  1.1050
C: -1.0387 -2.0508 0.9364  0.1941
C: -0.5445 -3.2950 0.6448  -0.2800
C: 0.5205 -3.8643 1.3334  -1.3291
C: 1.0763 -3.1391 2.3692  -0.7959
C: 0.6801 -1.8303 2.5618  -1.0411
N: -0.3812 -1.3043 1.9244  -0.1017
Si: -2.6149 -1.5051 -1.3972  0.4256
C: -1.9024 -2.8110 -2.5074  -1.2836
C: -1.6276 0.0272 -1.9781  -2.0848
C: -4.3748 -1.1297 -1.9636  -0.9748
H: -3.8148 -2.9693 3.8802  0.4805
H: -2.5919 -1.7023 3.8758  0.2831
H: -2.3108 -3.2882 3.1266  0.2720
H: -5.9611 -0.8573 1.9411  0.4071
H: -4.9691 -0.0166 0.7241  0.3368
H: -4.5200 0.1901 2.4255  0.1742
H: -5.6803 -3.7915 1.5435  0.4191
H: -4.2048 -4.2725 0.7460  0.3270
H: -5.3272 -3.1011 -0.0035  0.2988
H: -1.1094 -3.8142 -0.1604  0.6797
H: 0.7727 -4.8628 1.2044  0.6352
H: 1.9683 -3.5167 2.8357  0.5268
H: 1.2406 -1.2047 3.2663  0.7973
H: -1.0265 -3.3137 -2.1305  0.3005
H: -1.7197 -2.3784 -3.4779  0.4720
H: -2.6264 -3.6855 -2.6331  0.2840
H: -0.5275 0.0459 -1.9147  0.5389
H: -1.9507 1.0887 -1.7786  0.6866
H: -1.7153 -0.0414 -3.0666  0.5437
H: -4.9584 -2.0009 -1.6967  0.3123
H: -4.3260 -1.0290 -3.0804  0.3975
H: -4.8071 -0.2155 -1.5401  0.3214
C: 5.4288 -0.8183 2.7695  -1.6349
C: 3.9170 -0.7785 3.0370  0.2021
C: 3.3169 0.6828 2.8409  -0.9574
C: 3.3320 1.2065 1.4139  -0.6326
Ge: 2.0535 0.1600 0.3119  -0.4063
C: 3.1541 -0.8422 -0.9382  -1.1957
C: 2.4793 -1.7341 -1.9902  0.2384
C: 3.6308 -2.4059 -2.7909  -0.7227
C: 3.2327 -3.3265 -3.9008  -1.3667
H: 5.7562 -1.8087 2.9326  0.4799
H: 6.0057 -0.1855 3.4252  0.3782
H: 5.6517 -0.6671 1.7057  0.2881
H: 3.7813 -1.0982 4.0386  0.5867
H: 3.4559 -1.4780 2.3520  -0.2239
H: 3.8289 1.3400 3.5701  0.5251
H: 2.3128 0.6430 3.3001  0.2535
H: 4.3163 1.1732 0.9406  0.5745
H: 3.0912 2.2429 1.2826  0.6573
H: 1.4382 2.2878 -2.6241  0.3833
H: 3.8918 -1.4224 -0.3323  0.4752
H: 3.8412 -0.1099 -1.3615  0.7506
H: 1.8745 -1.1381 -2.6969  0.1938
H: 1.8635 -2.5168 -1.4735  0.0558
H: 4.2982 -2.9261 -2.1263  0.4261
H: 4.2343 -1.5574 -3.1550  0.3428
H: 2.6576 -4.1975 -3.5483  0.2966
H: 4.1323 -3.7212 -4.2971  0.4270
H: 2.6307 -2.7586 -4.6249  0.3230

(2)
The following is a quantum chemistry calculation of a structure of composition C4H9N3 in a non-equilibrium geometry, from the OMol25 dataset.

The LUMO energy is 0.96 eV. For the calculated total energy, the calculation gives -8760.176 eV. As for the orbital gap: 9.054 eV. The calculation puts the energy relative to the best compared isomer or geometry (same formula, charge and spin) at 419.6 kJ/mol. The calculation puts the HOMO energy at -8.09 eV.

Last column: Mulliken charge in e.
Atoms and positions in Å:
C: -1.1005 1.5200 -0.0091  -1.4361
C: 2.2336 -0.7103 0.2728  -1.1647
C: -0.2540 0.2855 -0.0931  1.2058
N: -1.9719 -1.2593 0.1453  -0.4845
C: 1.2317 0.1970 -0.3995  0.0551
N: -0.6570 -1.0201 0.1386  -0.1408
N: 0.2816 -0.2887 -1.3291  -0.7632
H: -2.2321 -2.1400 0.5607  0.2206
H: -2.6435 -0.5146 -0.0085  0.1926
H: 1.5827 1.2197 -0.5711  0.3229
H: -1.5037 1.6521 0.9978  0.3426
H: -1.9336 1.4868 -0.7171  0.3959
H: -0.4973 2.3854 -0.2763  0.3500
H: 1.7666 -1.6578 0.5319  0.3420
H: 3.0563 -0.9069 -0.4172  0.2894
H: 2.6411 -0.2489 1.1739  0.2723

(3)
The following is a quantum chemistry calculation of a structure of composition C12H23N6O in a non-equilibrium geometry, from the OMol25 dataset.

The LUMO energy is -3.42 eV. For the calculated total energy, the calculation gives -23783.963 eV. As for the charge: +1. As for the orbital gap: 8.031 eV. The calculation puts the HOMO energy at -11.46 eV.

Last column: Mulliken charge in e.
Atoms and positions in Å:
N: -2.8287 -2.9157 2.5014  -0.7032
H: -2.5793 -3.0716 3.4738  0.2847
H: -2.6799 -3.9874 2.1880  0.2817
C: -4.2238 -2.6674 2.3693  -0.8508
C: -4.7156 -2.7458 0.7605  -1.0120
H: -4.3353 -3.4158 0.3376  0.7895
H: -5.8211 -2.5136 0.9048  0.2439
C: -4.3292 -1.4466 0.1097  -0.7969
H: -5.1482 -1.2769 -0.5769  0.5154
H: -4.4369 -0.4966 0.7390  0.3869
C: -3.0167 -1.3430 -0.5661  -1.3085
C: -1.7805 -0.8180 -0.0424  0.5558
C: -1.1074 0.1189 -0.6766  -0.7284
N: -0.1937 0.3723 0.6168  0.9549
N: -0.3977 -0.5834 1.4476  -1.5097
N: -1.5111 -1.0007 1.1108  0.7945
C: 0.8915 1.1799 0.3888  -0.9024
H: 0.7348 2.2868 0.3100  0.2819
H: 1.4590 0.8958 1.6062  0.3699
C: 1.8914 0.7375 -0.5854  0.6877
O: 1.5073 -0.2342 -1.4697  -0.7052
N: 3.2132 1.2759 -0.6007  0.2216
C: 3.7362 2.1957 0.2308  -0.5968
H: 3.1202 2.5281 1.0678  0.3679
H: 4.8721 1.5980 0.5415  0.2533
C: 3.7827 3.3788 -0.7182  -0.6874
N: 3.8952 3.1155 -2.3399  -0.3620
H: 3.0979 2.9665 -2.4570  0.2790
C: 4.7430 2.0440 -2.4034  -0.4711
H: 5.6349 2.1020 -1.9032  0.3099
C: 4.0687 0.6142 -1.6846  -0.8370
H: 3.4595 0.0891 -2.5880  0.2315
H: 4.7203 -0.0607 -1.3574  0.5754
H: 4.8858 1.7602 -3.5673  0.3313
H: 4.7365 4.0008 -0.5225  0.3148
H: 2.9970 4.0840 -0.4132  0.3528
H: -0.9747 0.6294 -1.4106  0.7220
H: -2.9976 -2.1750 -0.9378  0.6593
H: -3.2782 -0.8119 -1.6279  0.3087
H: -4.6752 -3.2010 3.0722  0.5880
H: -4.4676 -1.5262 2.8257  0.2576
H: -1.9489 -1.6818 1.8467  0.5514